Record 1
20
Properties=species:S:1:pos:R:3:mulliken_charge:R:1 method="wB97M-V/def2-TZVPD" charge=0 gap_ev=9.091 de_lowest_ev=4.193 homo_energy_ev=-10.387 spin_multiplicity=1 e_tot_ha=-552.69869
C -0.73044 1.47496 1.00732 -1.027
H 0.22540 2.01470 1.43525 0.297
H -2.95093 0.90693 -0.71766 0.320
H -0.77410 2.47138 -1.09484 0.297
N 0.46347 -1.83822 -0.54152 -0.061
C 1.61690 -2.52533 1.32321 0.530
N 2.32311 -1.32340 1.65776 -0.352
F 1.87042 -3.67651 2.27711 -0.241
H 1.65029 1.46866 -1.14823 0.309
C -1.93732 0.38747 -1.07420 -0.984
H -0.84644 0.39639 1.49470 0.219
H 0.62592 0.35892 -2.28944 0.361
H -1.93366 0.22273 -2.24653 0.293
C 0.76502 0.67662 -1.16899 -0.575
N 2.06824 -0.32031 0.86103 -0.081
C -0.65135 1.37090 -0.65495 0.078
C 1.13678 -0.62824 -0.18061 0.439
N 0.71686 -2.84296 0.25328 -0.400
H -1.90047 -0.64108 -0.48195 0.227
H -1.73773 2.04637 1.28926 0.351

Record 2
36
Properties=species:S:1:pos:R:3:mulliken_charge:R:1 method="wB97M-V/def2-TZVPD" charge=0 gap_ev=10.472 de_lowest_ev=0.422 homo_energy_ev=-10.057 spin_multiplicity=1 e_tot_ha=-6679.55652
H -0.76725 0.09861 3.65549 0.413
O 3.80362 -1.15966 -1.66456 -0.308
H -4.14688 1.37868 1.45274 0.375
H -2.61069 2.31009 1.41882 0.317
H -0.00257 -0.22623 0.90883 0.181
C 0.29416 0.43650 -1.68760 -0.589
H 0.06915 0.36473 -2.75217 0.608
Br -1.78635 -1.53444 -1.37923 -0.026
C -1.41611 0.90375 3.37941 -1.653
O -1.96994 -0.30806 1.25867 -0.361
H 3.72825 0.87774 -5.10709 0.249
H -1.85280 1.29373 4.31712 0.424
C 3.72623 -2.33355 -0.81980 -0.667
P 2.34849 -0.95283 -2.42044 0.674
O 2.45456 0.15538 -3.59952 -0.259
H 3.01873 -2.14936 0.03479 0.229
H -4.05987 -1.04990 2.49298 0.447
C 3.78349 0.29696 -4.16577 -0.721
H -3.61687 2.16915 2.87704 0.469
Br 0.97902 2.23481 -1.30774 -0.094
O 1.90020 -2.19162 -3.13954 -0.672
C -3.27396 1.62627 2.00037 -1.587
H -0.77623 1.41721 0.78411 0.463
C -3.43754 -0.51361 3.17252 -1.722
H 4.43092 0.85611 -3.47077 0.301
Cl -2.17996 1.46153 -1.50045 -0.151
H 4.74156 -2.53411 -0.44519 0.265
C -0.89906 0.34370 0.59163 -0.711
H -2.87584 -1.21999 3.77971 0.407
C -1.02870 0.20961 -0.91676 0.469
C -2.48653 0.41263 2.41893 1.664
H 3.38122 -3.26635 -1.26856 0.327
H 4.26149 -0.66117 -4.41771 0.327
O 1.24428 -0.54207 -1.28698 0.191
H -4.11934 0.07225 3.86076 0.331
H -0.85890 1.72350 2.94597 0.389

Record 3
102
Properties=species:S:1:pos:R:3:mulliken_charge:R:1 method="wB97M-V/def2-TZVPD" charge=+1 gap_ev=6.079 homo_energy_ev=-9.555 spin_multiplicity=1 e_tot_ha=-3510.02890
H 2.85130 4.47982 1.37967 0.371
C -4.76686 -2.47844 -1.15618 0.969
C 1.95440 -3.63354 -2.62498 -2.041
H 1.14960 3.43440 -4.67122 0.517
C 3.78431 1.73185 -2.21299 -1.542
H -1.50726 1.62134 -5.77215 0.390
C -3.06842 -5.41249 0.17528 -1.257
C 2.20796 -2.92599 -0.25047 -0.848
H 3.41530 2.85309 1.78478 0.281
C -0.52717 2.33081 -4.03145 0.351
C 2.26641 -1.09944 3.13498 -1.661
C 1.43772 -1.27595 -1.82142 1.037
H 4.54777 3.96202 -3.58370 0.422
H 1.04561 -3.58884 2.63093 0.072
H -5.05838 -3.49521 2.07042 0.362
H -2.55715 -6.01665 0.92725 0.398
C -1.18283 1.25245 1.06007 1.115
C 4.20172 -2.26758 2.06231 -1.908
C 1.52275 2.57336 -2.72544 0.341
C -6.99731 -3.40291 -1.39737 -0.895
H -0.52969 -3.36013 0.18364 0.152
H 0.51142 4.87205 4.27510 0.379
H 2.60400 3.46082 -0.43839 -0.268
C 1.86989 -2.62987 -1.52290 0.568
H 2.10360 5.51229 3.93107 0.466
S 1.25896 -0.75952 -3.39511 -0.217
H -7.70330 -4.18601 -1.15416 0.397
H 3.64376 0.96705 -2.97597 0.354
H -2.56124 -5.56504 -0.77963 0.319
C -5.71891 -3.46287 -0.86841 -0.136
H -3.26588 1.03666 3.01837 0.298
C -1.32508 2.57089 -5.26564 -1.873
C -1.58420 2.06098 2.17979 0.167
B 0.50270 0.83493 -0.73579 -1.694
H 1.02476 -3.65625 -3.19527 0.379
H 1.26004 2.61050 4.92258 0.369
C -0.63302 2.83470 2.75111 -0.639
H 1.18862 -1.10859 3.30931 0.398
H -3.68566 2.28084 1.86607 0.373
C -5.17695 -1.43278 -1.98719 -0.323
H 0.87148 5.53150 2.67178 0.410
C 0.70876 2.83132 2.27057 0.073
N 1.60621 -0.77912 0.54750 -0.177
C 3.01186 3.94275 -1.32394 -1.259
C 2.12872 -1.93295 0.77879 0.134
H 2.16207 -4.62207 -2.22085 0.435
N 1.18410 -0.49309 -0.72324 1.039
C -2.99463 2.03409 2.67234 -1.864
C -1.18802 -3.25776 1.05355 -0.828
C 3.51116 3.68265 -3.76652 -2.276
H 3.49476 3.02523 -4.63680 0.479
H -1.03501 -2.26663 1.48574 0.262
C -3.99849 -3.27951 2.20294 -0.930
H -4.49834 -0.61482 -2.17996 0.196
H 4.62993 -2.53621 3.02809 0.493
H -0.84654 -3.99688 1.78078 0.329
N 0.91366 1.90665 -1.78897 -0.010
H 2.42441 -3.67706 3.72877 0.496
S -2.53369 0.64986 -3.17546 -0.514
N -0.31313 1.37060 -1.91693 0.042
H -2.30530 2.97742 -5.01341 0.391
H -6.72400 -0.54751 -3.16409 0.403
H 2.48074 1.73730 3.98600 0.189
H 2.74033 -3.35975 -3.32935 0.377
N -3.46145 -2.52641 -0.62803 0.469
C 0.72695 2.83733 -3.87772 -1.091
H 4.04755 4.21753 -1.12348 0.483
Si -3.00071 -3.60958 0.66565 0.021
C -7.37754 -2.36603 -2.23524 -0.540
H -3.90620 -2.22896 2.48445 0.150
C 1.79011 3.58031 3.03949 2.281
H -8.37668 -2.32496 -2.64388 0.391
H 2.91432 3.21846 4.85090 0.473
H 2.96205 4.59482 -4.00275 0.456
H 2.77096 -1.24481 4.09026 0.563
C 3.04439 3.78945 2.19930 -1.789
C -6.45140 -1.37710 -2.52544 -0.847
C 2.67035 -2.21073 2.16951 2.124
H 2.53898 -3.92437 -0.00101 0.355
H 2.53446 -0.12024 2.74014 -0.017
C 1.27454 4.95003 3.50232 -1.953
Sn -1.88321 -1.57070 -1.59089 0.441
H -0.89543 3.46098 3.59113 0.327
H 3.82412 4.22190 2.82613 0.535
H 4.84050 1.99773 -2.17691 0.532
N 1.03179 2.15587 1.20764 -0.287
H 2.53722 -4.40201 2.13543 0.421
H -5.45665 -4.29528 -0.23253 0.118
C 2.96121 2.99203 -2.52041 2.234
H -3.63501 -3.88961 3.03170 0.402
H 4.52841 -3.00972 1.33211 0.399
C 2.12979 2.72907 4.27400 -1.467
C 2.13483 -3.55205 2.68550 -1.607
H 3.50782 1.30942 -1.24500 0.159
C -1.07652 1.46259 -3.00235 1.177
N 0.06907 1.40976 0.60693 0.224
S -2.29494 0.12874 0.43784 0.048
H 4.60437 -1.29765 1.76682 0.350
H 2.44862 4.85744 -1.51876 0.414
H -4.07924 -5.80400 0.07498 0.397
H -3.12219 2.74229 3.48768 0.423
H -0.80958 3.24970 -5.93977 0.395

Record 4
11
Properties=species:S:1:pos:R:3:mulliken_charge:R:1 method="wB97M-V/def2-TZVPD" charge=0 gap_ev=8.460 de_lowest_ev=7.791 homo_energy_ev=-9.702 spin_multiplicity=1 e_tot_ha=-430.63465
N 1.55782 -1.11216 -0.00739 -0.389
C 2.00910 0.07250 -0.02070 0.106
N 0.07425 -1.32699 -0.26425 -0.271
C -0.57377 -0.22715 -0.32229 0.624
H 3.00940 0.12007 0.10349 0.418
H -0.48179 2.07454 -0.15205 0.352
O -2.88500 0.33211 0.06026 -0.490
O 1.21817 1.05815 0.28289 -0.255
N 0.03111 1.10945 -0.48357 -0.340
H -2.04921 -1.59969 0.76259 0.254
C -1.91008 -0.50083 0.04101 -0.008

Record 5
69
Properties=species:S:1:pos:R:3:lowdin_spin:R:1 method="wB97M-V/def2-TZVPD" charge=+1 gap_ev="6.512 / 7.491" homo_energy_ev="-9.639 / -10.677" spin_multiplicity=5 e_tot_ha=-2115.90032
O -1.18558 1.33631 -0.06960 0.383
C 1.64444 -9.17710 -1.07769 0.000
C 5.44767 -5.42812 0.53170 0.000
H -1.88681 2.13225 1.68789 0.007
H -1.75165 0.75792 -2.67061 0.006
O 0.38108 -1.78515 1.06536 0.072
C 0.15265 -5.77605 1.69811 0.001
H 2.29754 -9.98897 -1.39498 0.000
C -4.25316 2.88527 -0.34281 0.058
N 0.24541 -9.53365 -1.51769 0.000
H -0.41512 -3.77682 2.14527 0.000
H 4.23045 -5.75958 -1.23531 0.000
H -0.02351 -10.42208 -1.08262 0.000
H -1.72936 -8.78994 -1.47044 0.000
H 1.07914 1.46648 1.46547 0.000
H 0.21598 -9.68472 -2.52801 0.000
N -1.03762 -5.17047 -1.50211 0.045
N -1.74307 -1.77042 -1.22129 0.039
C -3.04901 -2.97411 0.33106 0.010
H 2.83039 -6.74125 -0.12464 0.000
O 1.78084 0.27885 -0.59618 0.115
H 2.63176 -8.65703 0.74381 0.000
C 2.35461 -4.70759 0.41952 0.001
Rh -0.16028 -0.42684 -0.58339 2.305
H 5.83342 -4.59054 1.11124 0.000
N 3.45724 -4.12881 -0.19046 0.005
F -0.87121 -6.32422 2.38682 0.000
H -0.45558 -7.55244 -1.62266 0.000
C 0.30143 -4.43062 1.66590 0.001
C -1.47133 -4.15871 -1.16609 0.017
C 1.00852 -6.63754 0.97712 0.001
H 4.88318 -6.07289 1.20630 0.000
C 1.63432 -8.96208 0.43144 0.000
C 1.38952 -3.87378 0.97235 0.005
C 4.60200 -4.93649 -0.62365 0.000
C -0.75347 -8.46862 -1.11173 0.000
H -0.15394 0.46449 2.24952 0.000
Te -3.50094 0.95069 -0.66285 0.569
H -4.55830 3.29521 -1.30214 0.008
H 5.18101 -4.29978 -1.29116 0.000
H -5.10573 2.81909 0.32593 0.002
C 2.80230 -0.44902 -0.28891 0.011
H 1.42744 -9.91527 0.93329 0.000
H 0.22428 2.05950 2.89947 0.001
H -3.37817 1.09467 -3.31708 0.009
H -1.37947 -7.50989 0.65926 0.000
H -1.04399 -9.21395 0.89645 0.000
H -1.35940 4.00041 0.08658 0.000
C 0.11594 1.48675 1.97747 0.008
H -2.41316 2.40707 -2.55742 0.001
C -0.69141 -8.30500 0.39460 0.000
H 0.32818 3.49626 0.08215 0.000
H 6.29493 -5.99445 0.14868 0.000
C 3.52496 -2.78785 -0.30057 0.003
C 1.39823 -2.44031 0.72272 0.016
O 3.95852 -0.08142 -0.31677 0.013
C -0.95132 2.11994 1.10857 0.024
C -0.58156 3.52595 0.68351 0.006
N 0.65564 -7.98958 0.83589 0.000
C -2.08414 -2.93096 -0.72283 0.102
H 1.89231 -8.26530 -1.62053 0.000
N -3.80582 -3.04400 1.19322 0.040
C -2.65739 1.34806 -2.54507 0.045
H 4.42801 -2.39065 -0.74637 0.000
H -0.39657 4.15486 1.55485 0.002
H -3.47075 3.49297 0.10305 0.010
O -0.77578 -1.76302 -2.09746 0.049
C 2.14158 -6.09916 0.40192 0.001
C 2.54169 -1.91057 0.06418 0.006

Record 6
11
Properties=species:S:1:pos:R:3:mulliken_charge:R:1 method="wB97M-V/def2-TZVPD" charge=+2 gap_ev=4.102 homo_energy_ev=-19.289 spin_multiplicity=1 e_tot_ha=-651.23000
C 1.37033 1.31208 0.46937 0.809
H -0.33062 0.42135 -1.57750 0.004
H -0.88877 -2.46526 -0.84276 0.334
C -0.41874 -1.85068 -0.04491 -0.851
N 2.11987 1.83969 -0.29135 -0.352
H 0.69285 -1.99785 -0.13047 0.294
O 0.25193 0.90685 0.98907 -0.265
Si -0.72942 -0.01223 -0.22968 0.370
Hg 0.72189 3.67778 0.69351 1.319
H -2.10788 0.42543 0.00196 0.000
H -0.68144 -2.25716 0.96276 0.338

Record 7
132
Properties=species:S:1:pos:R:3:mulliken_charge:R:1 method="wB97M-V/def2-TZVPD" charge=-1 gap_ev=7.009 homo_energy_ev=-5.066 spin_multiplicity=1 e_tot_ha=-2323.89548
H 6.12771 -0.97496 0.47752 0.350
H 5.42785 -2.46824 -0.11732 0.163
C 6.70356 -5.79626 -3.59250 -0.946
C 1.20094 6.09365 2.29495 -0.645
C 5.35085 -2.22384 2.03958 -0.554
H -0.05974 3.00133 -1.31090 -0.221
C 0.61631 3.94615 -1.58557 -0.175
C -1.97057 -1.67409 -1.77246 -1.054
C -4.56291 4.56859 3.65726 -0.595
H 1.82262 -0.68897 1.21475 0.048
C -2.43359 0.54189 -0.18716 0.341
H 0.62582 0.75707 1.46137 0.205
H 8.08006 -2.22094 1.40498 0.376
H -2.07799 6.38187 -0.94281 0.115
H -3.14406 3.25126 0.57580 -0.432
H -5.23860 -3.89895 -0.01297 0.353
H -4.19327 5.51219 1.50433 0.144
C -6.21620 -4.36117 1.84798 -0.494
H 7.84076 -6.64354 -5.20477 0.398
H -6.64793 4.62815 0.49106 0.329
H -0.61015 5.13054 -3.09880 0.166
H 6.28756 -7.28670 -1.25706 0.288
N -2.24086 6.09878 -5.04215 -0.757
O -4.08232 4.44269 -0.87353 -0.586
O 1.40899 7.73276 0.33210 -0.553
C 7.04619 -6.50359 -1.16781 -1.242
H -5.18644 -5.35212 3.46436 0.387
C -1.78495 5.24562 -1.14059 0.701
H -6.89802 -3.35165 0.07748 0.366
H 9.98397 -3.57075 -4.79145 0.369
H -2.42402 5.08157 -5.19188 0.306
H 6.39353 -4.93957 -4.20269 0.336
H -1.83243 1.50916 0.11470 -0.077
C -3.73550 2.18307 -1.44948 -0.888
H -0.14772 -2.13021 2.33794 0.330
H 5.78967 -4.91784 -1.86057 0.212
C 0.97184 -0.07390 0.67789 -0.753
H -5.15728 3.58178 3.91889 0.229
H -1.82187 -2.39338 1.32383 0.078
H -6.47934 -1.74282 2.91496 0.400
C 5.08864 -3.67476 2.45969 -0.843
C -5.30530 2.76066 0.84924 0.147
C 8.00708 -6.37628 -4.15360 -0.759
H 0.48732 5.13852 2.34713 0.065
H 2.11165 5.87586 3.01769 0.294
H 8.24457 -3.55959 -4.48688 0.288
C 6.75775 -5.35872 -2.12593 0.329
C -6.37505 -1.22683 1.95456 -0.337
H 5.96220 -1.74579 2.81533 0.386
N -2.06958 5.27787 3.05476 -0.399
H 5.91312 -6.54862 -3.70894 0.410
C -3.81777 5.29276 -3.13799 -0.376
H 7.50275 -4.56760 -1.98960 -0.064
H -5.72391 6.10571 2.43515 0.280
H -8.33881 -0.34233 2.07175 0.376
H -2.64177 -2.39962 -1.11419 0.063
H -6.04291 1.94852 0.39309 -0.146
H 0.26534 -2.06372 -0.21795 0.138
H 9.45051 -5.21568 -3.01895 0.241
H -4.81661 2.27233 1.82174 -0.075
H 6.04523 -4.18645 2.61931 0.357
H -1.66474 4.70762 -0.10689 -1.216
I -5.59443 2.08497 -2.66035 -0.215
H -4.84569 5.35164 4.50456 0.314
C -0.98309 -1.62738 1.66733 -0.800
H -2.65858 4.31273 4.90702 0.323
H -4.47279 -2.09809 1.46098 -0.187
H -6.96575 3.75553 2.16521 0.329
H 8.23812 -7.31593 -3.63909 0.293
C -0.25712 -1.10670 0.26642 0.320
H 4.75308 -4.57163 0.51017 -0.397
C 1.62625 6.45589 0.75392 0.446
B -3.01988 4.50475 -1.93453 1.592
O -2.75790 3.04409 -2.14922 -0.868
C 9.22644 -5.45551 -4.06419 -0.325
H -4.81913 5.79646 -2.74206 0.026
C -5.97127 -3.43158 0.65696 -0.843
H -2.61229 -1.25246 -2.68628 0.245
C -5.06383 5.14113 2.19275 -0.198
H -7.67131 -0.39266 0.43239 0.272
H 0.55901 6.97774 2.77606 0.225
N 2.28357 5.53085 -0.24592 -0.199
C -4.07483 3.14932 -0.16328 1.212
H -8.30789 -1.86959 1.18525 0.406
H 8.02825 -6.94845 -1.35166 0.374
H -6.61655 -5.30931 1.46996 0.391
H -1.06143 -2.24875 -2.28967 0.383
H -5.88730 -0.26930 2.17185 0.142
C 6.04314 -2.04808 0.68588 -0.170
C -2.95415 4.26639 3.75319 -0.217
H 2.27935 -4.60434 0.60801 0.455
H 0.26881 6.23322 -1.84741 0.303
H 7.89426 -2.47090 -0.33865 0.342
H 3.32062 5.48153 -0.14022 0.333
C 1.62664 4.16987 -0.31410 -0.178
C 9.07066 -4.17008 -4.86133 -1.198
H 7.03611 -6.13972 -0.13470 0.341
O -3.44078 0.75691 -1.24132 0.098
H 2.30624 -3.91673 2.23959 0.321
C -0.34472 5.23034 -1.94035 -0.531
H -2.11109 4.99823 2.03064 -0.036
C -1.30410 -0.49737 -0.83843 0.341
H -2.89333 7.57089 -3.44138 0.238
H 8.88894 -4.38716 -5.91912 0.298
C 4.24941 -4.50011 1.48005 0.354
H 1.05326 3.84352 0.65205 -0.127
C -4.95916 -4.65533 2.65132 -1.157
C -7.75141 -0.94682 1.37220 -1.387
H 4.17675 -5.52426 1.86454 0.379
H -2.99959 0.06601 0.74355 -0.139
H -0.66293 0.18561 -1.57818 0.041
C -2.93800 6.46638 -3.88900 -0.006
H -4.18031 4.49278 -3.94599 0.138
H -5.34074 -1.46111 0.08092 0.204
H 4.40355 -1.67301 2.02369 0.095
C 2.84296 -3.95551 1.28713 -1.128
H -6.98576 -3.94530 2.50758 0.252
H -4.19084 -5.11261 2.01914 0.275
H 7.40613 -3.74206 0.78576 0.117
H 1.42788 0.39458 -0.29536 0.270
H 1.25924 3.62558 -2.53504 0.386
H -2.46371 6.24717 3.09196 0.288
H -4.54377 -3.74843 3.09890 0.267
H -2.75860 3.18198 3.31931 0.011
H -1.48253 -0.69410 2.21140 0.178
H 10.09849 -5.99837 -4.44760 0.363
C -6.10932 4.10551 1.41123 -0.900
H 2.51276 3.38241 -0.44978 0.314
H 2.85290 -2.95189 0.85265 0.107
C 7.43454 -2.65932 0.63673 -1.104
H 4.58718 -3.66585 3.43584 0.391
C -5.47080 -2.02671 1.01236 0.342

Record 8
13
Properties=species:S:1:pos:R:3:mulliken_charge:R:1 method="wB97M-V/def2-TZVPD" charge=0 gap_ev=9.128 de_lowest_ev=4.484 homo_energy_ev=-8.156 spin_multiplicity=1 e_tot_ha=-249.30847
H -2.41912 -0.32627 1.35521 0.189
C -0.14995 0.13191 1.29863 -0.424
H -1.35365 -1.61756 0.66983 0.151
H 2.99935 -2.02751 -0.76196 0.298
N 2.02484 -0.36221 0.31243 -0.372
C -0.58476 0.42957 0.10027 0.274
C 2.47448 -1.22842 -0.29059 0.027
H -1.16397 1.95063 -1.18675 0.343
C -0.46934 1.16164 -1.24717 -1.087
H 0.33426 0.46316 2.09500 0.487
C -1.38301 -0.54029 0.95175 -0.507
H 0.47423 1.49010 -1.25609 0.350
H -0.78337 0.47525 -2.04055 0.271